11
Properties=species:S:1:pos:R:3:forces:R:3:mulliken_charge:R:1 method="wB97M-V/def2-TZVPD" e_homo_ha=-0.379 gap_ev=10.674 energy_ev=-11718.3354 mol_weight_g_mol=113.1 max_force_ev_per_a=4.95 de_lowest_kcal_mol=175.8 lumo_ev=0.37 total_charge=0
C -0.83181 2.04379 1.25280 0.18 -1.28 1.59 -0.459
C -0.25784 0.88487 0.82552 -2.12 -1.37 2.08 0.019
C 0.41216 -0.54308 -0.78000 3.02 -2.89 -2.20 0.639
H -1.42905 1.65690 2.43540 1.66 2.21 -4.11 0.197
H -0.64025 3.14824 0.71565 -0.69 -3.26 2.00 0.254
H -0.53595 -0.25949 1.23383 0.63 3.59 -0.57 0.239
N -0.31326 -1.64442 -0.62521 -1.46 2.56 1.90 -0.276
N 0.24070 -2.72887 -1.32274 -1.13 2.24 1.84 -0.246
N 1.26280 -2.33709 -1.83721 2.30 0.97 -2.42 0.081
O 0.64905 0.74080 -0.21312 -1.56 -3.46 -1.98 -0.290
O 1.44344 -0.96166 -1.68492 -0.82 0.71 1.87 -0.158

11
Properties=species:S:1:pos:R:3:forces:R:3:mulliken_charge:R:1 method="wB97M-V/def2-TZVPD" e_homo_ha=-0.367 gap_ev=8.767 energy_ev=-11717.0448 mol_weight_g_mol=113.1 max_force_ev_per_a=7.95 de_lowest_kcal_mol=205.5 lumo_ev=-1.22 total_charge=0
C -0.70086 0.51442 -0.07164 1.94 1.76 2.05 0.604
C -1.76562 -0.48429 0.24554 -1.37 -4.33 -0.02 -0.180
C 1.83074 -0.01033 -0.15740 0.98 -1.44 3.67 0.301
H 0.52478 2.18354 -0.48009 -4.51 -1.17 2.63 0.354
H -2.95084 -0.52147 0.74437 3.87 0.81 -2.06 0.298
H 1.69118 1.15246 -0.31433 1.97 -2.07 0.19 -0.028
N -0.60166 1.83174 0.13668 2.83 -2.02 -3.65 -0.644
N -1.33922 -1.75657 -0.02194 0.60 2.99 1.99 -0.179
N 0.42620 -0.33757 -0.32759 2.24 -2.98 0.04 0.084
O 0.10047 -1.83485 -0.13687 -2.95 4.37 -0.94 -0.119
O 2.78484 -0.73708 0.38327 -5.60 4.08 -3.90 -0.491

11
Properties=species:S:1:pos:R:3:forces:R:3:mulliken_charge:R:1 method="wB97M-V/def2-TZVPD" e_homo_ha="-0.370 / -0.306" gap_ev="9.481 / 6.666" energy_ev=-11716.7997 mol_weight_g_mol=113.1 max_force_ev_per_a=2.22 de_lowest_kcal_mol=211.2 lumo_ev="-0.60 / -1.65" total_charge=0
C -1.75519 1.32121 -0.24189 -1.59 0.69 0.02 0.452
C 0.08299 -0.50149 -0.55742 0.49 -1.23 -1.68 -0.303
C 0.67521 0.65242 0.14628 0.06 0.33 0.60 -0.307
N -2.79056 1.83132 -0.30699 0.11 0.02 0.06 -0.432
N -0.61407 0.72402 -0.23947 1.36 -0.81 0.59 -0.067
N 0.14400 0.22545 2.77094 0.72 0.23 -0.83 0.681
O -0.92353 -0.24740 2.86603 -2.01 -0.75 -0.57 -0.388
O 0.92488 0.45307 3.62080 1.50 0.59 0.76 -0.465
H 0.11814 -0.69530 -1.65917 0.57 0.57 0.83 0.265
H 0.00821 -1.48017 -0.06250 -0.70 0.74 0.54 0.230
H 1.50693 1.36138 0.21377 -0.51 -0.36 -0.32 0.332

11
Properties=species:S:1:pos:R:3:forces:R:3:mulliken_charge:R:1 method="wB97M-V/def2-TZVPD" e_homo_ha=-0.335 gap_ev=7.551 energy_ev=-11719.2970 mol_weight_g_mol=113.1 smiles="O=C1C=NN/C1=N/O" max_force_ev_per_a=7.31 de_lowest_kcal_mol=153.6 lumo_ev=-1.55 total_charge=0
C 0.58289 0.26769 0.02300 -5.25 2.75 2.14 0.196
C -0.61015 -1.41174 -1.01907 2.87 -2.81 -1.05 -0.508
C -0.83666 -0.18047 -0.27185 -0.56 0.79 1.57 0.946
H -1.00862 0.69858 1.58595 2.80 3.06 0.12 0.437
H 2.26625 -0.50285 -0.92619 2.33 0.74 0.64 0.249
H -0.96009 -2.37363 -1.52306 -1.19 1.87 1.26 0.354
N 0.84279 1.19117 0.84028 0.03 0.81 2.30 -0.362
N 1.32135 -0.35816 -0.78361 2.62 -5.66 -3.82 0.157
N 0.72791 -1.57475 -1.11398 -2.19 2.50 -1.13 -0.461
O -0.15573 1.43150 1.75609 -1.27 -1.70 -0.63 -0.361
O -1.76407 0.48314 0.22791 -0.18 -2.36 -1.41 -0.648

11
Properties=species:S:1:pos:R:3:forces:R:3:mulliken_charge:R:1 method="wB97M-V/def2-TZVPD" e_homo_ha=-0.374 gap_ev=10.158 energy_ev=-11719.3166 mol_weight_g_mol=113.1 max_force_ev_per_a=10.31 de_lowest_kcal_mol=153.1 lumo_ev=-0.01 total_charge=0
C 1.40022 0.08653 -0.32543 1.97 5.90 -2.95 0.387
C -0.67162 0.34090 0.58054 -0.60 1.41 0.32 0.599
C -1.90992 0.16343 -0.07376 -8.80 -3.43 -4.15 0.003
H 3.17049 0.09915 -1.40925 -1.12 0.13 1.44 0.259
H 1.60509 -1.77744 0.98914 -1.07 3.28 -3.64 0.386
H -1.07655 0.79459 1.47137 0.95 1.48 0.81 0.171
N 2.39252 0.60427 -0.92692 -0.69 -1.20 -0.28 -0.575
N 1.06829 -1.06172 0.18701 -1.71 -5.92 5.78 -0.181
N -3.01448 -0.15854 -0.47117 6.39 2.16 2.24 -0.428
O -0.15961 -0.84745 1.09789 2.52 -0.22 -2.11 -0.307
O 0.19269 1.05377 -0.30561 2.15 -3.59 2.54 -0.313

11
Properties=species:S:1:pos:R:3:forces:R:3:mulliken_charge:R:1 method="wB97M-V/def2-TZVPD" e_homo_ha=-0.340 gap_ev=8.459 energy_ev=-11722.9051 mol_weight_g_mol=113.1 max_force_ev_per_a=3.91 de_lowest_kcal_mol=70.4 lumo_ev=-0.79 total_charge=0
C -1.83337 0.38804 0.02793 -1.77 -0.75 -0.71 -0.126
C -0.51270 0.34498 -0.14095 0.59 3.13 1.27 0.615
C 1.43827 -0.22335 -0.14131 -0.57 -0.49 0.96 0.482
H -1.86610 -1.51127 -0.01823 1.88 -1.51 -0.12 0.403
H -2.45592 1.33515 0.03576 0.84 -1.55 0.25 0.346
H 3.23651 -0.46738 0.33605 -0.71 -0.46 -0.47 0.371
N 0.26058 1.49498 0.03295 -0.99 1.58 -1.10 -0.265
N 1.47657 1.16158 -0.05902 0.43 -0.14 0.47 -0.367
N 0.25691 -0.72038 -0.13648 0.26 -2.79 -0.99 -0.506
O -2.46106 -0.79917 0.01580 -2.54 2.95 0.34 -0.477
O 2.46031 -1.00318 0.04750 2.58 0.04 0.10 -0.476

11
Properties=species:S:1:pos:R:3:forces:R:3:mulliken_charge:R:1 method="wB97M-V/def2-TZVPD" e_homo_ha=-0.393 gap_ev=9.875 energy_ev=-11721.7419 mol_weight_g_mol=113.1 max_force_ev_per_a=5.29 de_lowest_kcal_mol=97.2 lumo_ev=-0.82 total_charge=0
C -0.91929 -0.60227 -0.26322 -4.26 -2.03 -2.40 -0.045
C 0.64821 0.90525 0.60900 1.99 -0.82 0.00 0.616
C -0.38997 1.87254 0.57463 0.14 0.02 0.33 0.149
H 2.07361 -0.70246 -0.13935 -1.65 -1.06 0.65 0.375
H -1.79586 -0.03420 0.03645 0.48 0.70 0.35 0.364
H -0.49406 -2.14101 -1.38809 -0.21 0.65 0.25 0.263
N 0.20624 -0.39555 0.41371 4.58 -0.21 0.54 0.119
N -1.24228 -1.46854 -1.14221 1.08 -0.26 0.39 -0.577
N -1.19361 2.66716 0.49736 -1.25 1.29 -0.07 -0.284
O 1.28481 -1.31784 0.09306 0.06 2.26 0.02 -0.431
O 1.82220 1.21694 0.70866 -0.98 -0.53 -0.06 -0.548

11
Properties=species:S:1:pos:R:3:forces:R:3:mulliken_charge:R:1 method="wB97M-V/def2-TZVPD" e_homo_ha=-0.331 gap_ev=8.371 energy_ev=-11722.4084 mol_weight_g_mol=113.1 max_force_ev_per_a=2.49 de_lowest_kcal_mol=81.8 lumo_ev=-0.62 total_charge=0
C -1.03580 -0.59328 0.38420 1.19 1.42 0.83 -0.085
C 0.04573 0.08451 -0.05898 -1.35 -1.70 0.22 -0.028
C 0.40284 0.21677 -1.47711 0.08 -0.29 -1.96 0.551
H -2.40816 -0.86772 1.71059 1.79 0.18 -0.12 0.373
H -1.60702 -1.16819 -0.24651 -1.30 -0.73 -1.99 0.446
H 1.31101 0.70958 1.61347 -0.31 -0.18 -0.89 0.245
N 1.14085 0.53524 0.61885 0.25 0.88 0.90 0.188
N 2.04278 0.98869 -0.25331 1.45 0.57 0.38 -0.392
N 1.73214 0.84997 -1.45593 -1.30 -0.53 0.07 -0.259
O -1.43151 -0.65109 1.66207 -1.23 -0.08 0.78 -0.480
O -0.19285 -0.10447 -2.49732 0.72 0.47 1.77 -0.560

12
Properties=species:S:1:pos:R:3:forces:R:3:mulliken_charge:R:1 method="wB97M-V/def2-TZVPD" e_homo_ha=-0.388 gap_ev=10.898 energy_ev=-13773.6568 mol_weight_g_mol=129.1 smiles="O=c1nc(O)[nH]c(=O)[nH]1" max_force_ev_per_a=3.51 de_lowest_kcal_mol=0.0 lumo_ev=0.33 total_charge=0
C -1.19817 -0.21820 -0.06289 3.36 -1.00 0.25 0.666
C 0.41394 1.48408 -0.07134 -2.06 1.35 0.92 0.399
C 1.18059 -0.84854 -0.00949 0.50 -1.43 -0.55 0.342
H -2.92738 0.21578 0.00877 0.39 -1.78 0.19 0.429
H 2.32254 0.98152 -0.08337 -1.09 -1.50 0.04 0.262
H -0.36833 -2.24001 0.28922 0.10 2.36 -0.81 0.296
N -0.90510 1.02190 -0.18561 -0.65 0.13 0.06 -0.529
N 1.37738 0.51897 -0.12229 2.13 0.42 0.00 -0.079
N -0.20330 -1.22382 -0.02018 0.25 -0.61 0.86 -0.160
O -2.41709 -0.66354 0.06654 -1.53 1.93 -0.37 -0.472
O 0.64763 2.66090 0.16317 0.27 -1.52 -0.75 -0.573
O 2.07730 -1.68903 0.02748 -1.66 1.63 0.17 -0.583

11
Properties=species:S:1:pos:R:3:forces:R:3:mulliken_charge:R:1 method="wB97M-V/def2-TZVPD" e_homo_ha=-0.390 gap_ev=10.466 energy_ev=-20510.9307 mol_weight_g_mol=129.1 smiles="O=C(S)n1cnnc1" max_force_ev_per_a=3.42 de_lowest_kcal_mol=56.5 lumo_ev=-0.14 total_charge=0
C -0.29005 -0.62767 1.27316 -1.60 1.32 -1.84 0.710
C -1.11679 -0.45155 -1.17025 3.15 0.49 -0.17 -0.051
C 0.67940 0.80334 -0.68301 -1.70 -1.30 0.84 0.034
H 1.86654 0.80239 1.86828 -1.88 -1.75 0.31 0.143
H -1.94880 -1.09317 -0.97565 -0.31 -0.28 -0.47 0.410
H 1.41762 1.36714 -0.10797 -0.41 -0.29 -0.39 0.177
N -0.35271 -0.03558 -0.03648 1.68 1.17 -1.96 0.018
N -0.52493 -0.07895 -2.31301 -1.48 0.69 2.75 -0.398
N 0.52473 0.82069 -1.95921 -0.27 -1.14 0.40 -0.329
O -1.16534 -1.32047 1.70336 -0.05 -0.57 -0.36 -0.473
S 0.91033 -0.18617 2.40079 2.86 1.65 0.90 -0.239